DFT (wB97M-V/def2-TZVPD) results for a molecular structure, C43H42N5P2SW.

Values from the calculation:
ΔE to the lowest compared entry with this formula, charge and spin   26.5 kJ/mol
Spin multiplicity   1
Net charge   +1
Lowest unoccupied orbital energy   -0.1219 Eh
HOMO energy   -10.3 eV

Geometry (Å):
W (0.344403, 0.162631, -0.312365)
C (1.587991, 2.136108, 2.063186)
C (1.627980, 0.726051, 1.552611)
C (0.723061, -0.246801, 2.059728)
C (1.076986, -1.625794, 1.870607)
C (1.931504, -1.988207, 0.876554)
C (2.591700, -0.970026, 0.107158)
C (2.590352, 0.327380, 0.592565)
H (1.980493, 2.834386, 1.326322)
H (2.197995, 2.203682, 2.966340)
H (0.568745, 2.425858, 2.320360)
H (0.039642, 0.034969, 2.848355)
H (0.584516, -2.382733, 2.462524)
H (2.116699, -3.029628, 0.653139)
H (3.232254, -1.236573, -0.721114)
H (3.211940, 1.082182, 0.128528)
C (-5.523159, -4.109119, -3.324095)
S (-6.076301, -4.439235, -1.640046)
C (-4.827039, -3.529786, -0.705740)
C (-5.004431, -2.016485, -0.749407)
C (-4.135009, -1.258430, 0.247744)
N (-2.727811, -1.003027, -0.113719)
P (-2.129566, 0.524941, -0.499973)
C (-2.981503, 1.006536, -2.020341)
C (-4.265524, 1.555855, -1.995152)
C (-4.961285, 1.743245, -3.178785)
C (-4.387879, 1.379417, -4.391738)
C (-3.114434, 0.829799, -4.426088)
C (-2.414646, 0.649581, -3.242489)
C (-2.722178, 1.685433, 0.757669)
C (-2.848136, 1.272655, 2.082967)
C (-3.185692, 2.182442, 3.071844)
C (-3.394857, 3.516365, 2.743459)
C (-3.280050, 3.932003, 1.425000)
C (-2.951220, 3.020382, 0.431878)
P (-1.376727, -2.023908, -0.118946)
C (-1.337317, -3.005579, -1.636328)
C (-2.092205, -2.663946, -2.752998)
C (-1.927915, -3.355443, -3.945049)
C (-0.997917, -4.380013, -4.032227)
C (-0.221079, -4.708879, -2.928912)
C (-0.381156, -4.017452, -1.738791)
C (-1.769367, -3.203564, 1.210330)
C (-1.911654, -4.572680, 1.006756)
C (-2.281861, -5.401923, 2.058421)
C (-2.527506, -4.871767, 3.314798)
C (-2.403856, -3.503207, 3.525381)
C (-2.024739, -2.679263, 2.480195)
H (-6.214331, -4.627751, -3.985608)
H (-4.519921, -4.500654, -3.487222)
H (-5.554287, -3.046124, -3.561855)
H (-3.838551, -3.837250, -1.048036)
H (-4.933981, -3.880895, 0.324019)
H (-6.043249, -1.796198, -0.490508)
H (-4.851477, -1.621625, -1.756639)
H (-4.149981, -1.781894, 1.209292)
H (-4.576997, -0.275730, 0.423790)
H (-4.724482, 1.841068, -1.056311)
H (-5.955714, 2.168880, -3.154611)
H (-4.938844, 1.522095, -5.312043)
H (-2.665820, 0.526934, -5.364032)
H (-1.429652, 0.207525, -3.264604)
H (-2.699890, 0.230298, 2.337691)
H (-3.296523, 1.851647, 4.096235)
H (-3.662029, 4.227238, 3.514090)
H (-3.455640, 4.967525, 1.163895)
H (-2.875143, 3.352019, -0.595602)
H (-2.801798, -1.848268, -2.698936)
H (-2.504779, -3.073765, -4.815450)
H (-0.861244, -4.904546, -4.968253)
H (0.515302, -5.498483, -2.998794)
H (0.236137, -4.275977, -0.884199)
H (-1.750778, -5.000047, 0.026304)
H (-2.389712, -6.464628, 1.886871)
H (-2.822615, -5.520125, 4.128917)
H (-2.604020, -3.082368, 4.502010)
H (-1.929934, -1.612395, 2.648777)
N (0.372506, 1.846895, -0.754089)
C (0.174776, 3.100759, -1.318029)
C (0.101933, 3.214872, -2.706441)
C (-0.094149, 4.458657, -3.280539)
C (-0.203000, 5.589311, -2.480504)
C (-0.107971, 5.474864, -1.099804)
C (0.081871, 4.234754, -0.512829)
H (0.201394, 2.326326, -3.315906)
H (-0.157675, 4.546295, -4.356888)
H (-0.351638, 6.560046, -2.933650)
H (-0.180440, 6.356390, -0.476321)
H (0.146026, 4.133354, 0.562433)
N (0.530630, -0.587525, -2.224562)
C (0.695447, -0.990322, -3.313397)
N (0.912468, -1.425671, -4.478061)
C (-0.067250, -1.366660, -5.378285)
N (-0.896339, -1.332823, -6.182270)

Cartesian forces (eV/Å) of the 6 atoms listed first:
W -0.3 0.2 -0.2
C 0.0 0.0 0.0
C 0.1 0.0 0.1
C 0.1 0.0 0.1
C 0.0 0.0 -0.1
C 0.0 0.0 0.0